(1)
Computed, not measured: a structure of composition C28H27N3PdSSi at a distorted geometry, with ωB97M-V/def2-TZVPD.

Structure (XYZ):
```
61
C28H27N3PdSSi ωB97M-V/def2-TZVPD
C 1.104 1.247 0.584
C 0.099 1.700 -0.310
C -0.874 2.431 0.439
H 0.073 1.537 -1.381
C -0.457 2.443 1.805
C 0.764 1.698 1.890
H 1.340 1.526 2.793
H 1.969 0.642 0.311
H -1.781 2.868 0.029
H -0.991 2.911 2.629
Pd -0.774 0.528 1.171
C -1.282 -2.326 -4.021
H -2.316 -1.965 -4.049
H -1.237 -3.328 -3.588
H -0.928 -2.390 -5.061
Si -0.188 -1.086 -3.197
C 1.600 -0.945 -3.588
C 2.260 0.287 -3.417
H 1.684 1.204 -3.240
C 3.659 0.336 -3.414
H 4.157 1.291 -3.247
C 4.400 -0.835 -3.587
H 5.493 -0.792 -3.557
C 3.748 -2.059 -3.777
H 4.329 -2.973 -3.891
C 2.352 -2.117 -3.786
H 1.836 -3.076 -3.887
C -1.105 0.490 -3.436
C -0.745 1.353 -4.464
H 0.100 1.098 -5.111
C -1.472 2.530 -4.659
H -1.160 3.223 -5.438
C -2.576 2.828 -3.858
H -3.149 3.744 -4.026
C -2.928 1.965 -2.819
H -3.765 2.207 -2.165
C -2.210 0.781 -2.616
H -2.495 0.085 -1.820
H -0.351 -1.197 -1.501
H 0.164 -0.522 -1.605
N -0.417 -1.808 4.990
C -0.872 -0.707 5.717
C -0.880 -0.451 7.080
C -1.175 0.863 7.487
C -1.445 1.873 6.543
C -1.461 1.592 5.174
C -1.157 0.294 4.755
N -0.914 -0.233 3.497
C -0.430 -1.480 3.659
C 0.155 -2.247 2.572
C 0.772 -3.486 2.599
S 1.500 -3.841 1.074
C 0.974 -2.318 0.465
N 0.229 -1.639 1.326
H -0.092 -2.699 5.347
H -0.666 -1.258 7.787
H -1.184 1.112 8.550
H -1.644 2.885 6.899
H -1.693 2.341 4.421
H 0.799 -4.145 3.455
H 1.254 -1.988 -0.531
```

As for the LUMO energy (spin up / spin down): -0.40 / -0.37 eV. Its expectation value of S² is 2.02. The energy above the lowest of the compared OMol25 structures with the same formula, charge and spin is 61.4 kJ/mol. The spin multiplicity is 3. The value obtained for the total energy is -2062.71799 hartree.

Löwdin atomic charge list, values in e, 6 entries: -0.24 -0.25 -0.24 0.07 -0.25 -0.25

(2)
Computed, not measured: a cluster of 2 separate species, C2H2N2 in total at a distorted geometry, with ωB97M-V/def2-TZVPD.

Structure (XYZ):
```
6
C2H2N2 ωB97M-V/def2-TZVPD
C -1.721 0.089 -0.210
N -0.731 0.175 0.289
H -2.665 -0.038 -0.660
C 1.738 -0.058 0.279
N 1.812 -1.031 -0.296
H 1.566 0.863 0.598
```

As for the LUMO energy: 0.95 eV. The energy above the lowest of the compared OMol25 structures with the same formula, charge and spin is 71.5 kJ/mol. The value obtained for the total energy is -186.84988 hartree. Its SMILES is C#N.C#N.

In elementary charge units, the Löwdin charges are: -0.03 0.07 0.06 -0.15 0.06 -0.01

(3)
Computed, not measured: a structure of composition C27H22Br2MnN5O at a distorted geometry, with ωB97M-V/def2-TZVPD.

Structure (XYZ):
```
58
C27H22Br2MnN5O ωB97M-V/def2-TZVPD
Mn -0.026 -0.483 0.458
C -1.301 0.513 -2.041
N -1.310 -0.743 -1.228
C -2.651 -1.076 -0.682
C -2.636 -1.513 0.767
C -3.818 -1.854 1.404
C -3.792 -2.181 2.749
C -2.578 -2.169 3.425
C -1.442 -1.828 2.725
N -1.469 -1.511 1.421
C -0.727 -1.861 -2.016
C 0.048 -2.816 -1.154
C 0.206 -4.160 -1.437
C 0.989 -4.936 -0.595
C 1.602 -4.340 0.500
C 1.405 -2.992 0.711
N 0.637 -2.247 -0.094
C -0.172 1.431 -1.591
C -0.120 2.710 -2.041
C 0.561 3.881 -1.403
C 1.181 3.883 0.694
C 0.901 2.455 1.185
N 0.617 0.817 -0.677
H -2.237 1.050 -1.896
H -1.223 0.280 -3.104
H -3.130 -1.854 -1.282
H -3.288 -0.194 -0.734
H -4.751 -1.851 0.855
H -4.705 -2.440 3.268
H -2.511 -2.413 4.475
H -0.470 -1.813 3.201
H -0.021 -1.435 -2.731
H -1.500 -2.383 -2.583
H -0.270 -4.594 -2.306
H 1.117 -5.993 -0.786
H 2.218 -4.911 1.180
H 1.871 -2.477 1.543
H -0.796 2.960 -2.851
H 0.599 4.712 -2.100
H 1.605 4.554 1.433
H 1.253 2.231 2.192
Br -2.960 3.486 0.026
C -1.156 3.355 0.446
C -0.114 4.308 -0.026
C 1.934 3.704 -0.651
Br 3.188 5.125 -1.077
C 2.561 2.360 -0.554
C 3.854 1.961 -0.699
C 4.256 0.759 -0.090
C 3.350 -0.006 0.685
N 2.094 0.291 0.845
C 1.600 1.472 0.164
C -0.577 2.232 1.048
O -1.070 1.079 1.219
H -0.394 5.358 0.009
H 4.578 2.589 -1.202
H 5.282 0.428 -0.162
H 3.708 -0.910 1.166
```

As for the LUMO energy (spin up / spin down): -6.16 / -8.03 eV. Its expectation value of S² is 6.07. The energy above the lowest of the compared OMol25 structures with the same formula, charge and spin is 18.1 kJ/mol. The spin multiplicity is 5. The value obtained for the total energy is -7689.53204 hartree. As for the net charge: +2.

Löwdin atomic charge list, values in e, 6 entries: 0.86 -0.06 -0.16 -0.06 -0.22 0.02

(4)
Computed, not measured: an isolated molecule of C23H27FN4O3 at a distorted geometry, with ωB97M-V/def2-TZVPD.

Structure (XYZ):
```
58
C23H27FN4O3 ωB97M-V/def2-TZVPD
C 1.343 -1.692 4.676
C 0.827 -2.008 3.308
N -0.419 -2.559 3.295
C -0.946 -2.857 2.153
N -0.342 -2.676 0.966
C 0.954 -2.138 0.876
O 1.489 -2.033 -0.211
C 1.524 -1.775 2.157
C 2.853 -1.086 2.112
C 2.661 0.445 2.157
N 1.816 0.858 1.060
C 2.426 1.670 0.038
C 1.606 1.549 -1.244
C 0.168 2.020 -0.983
C -0.632 1.886 -2.230
N -1.515 0.955 -2.420
O -2.041 1.079 -3.682
C -1.454 2.126 -4.285
C -1.675 2.618 -5.564
C -0.922 3.719 -5.908
F -1.086 4.249 -7.135
C 0.005 4.326 -5.056
C 0.211 3.827 -3.792
C -0.524 2.709 -3.403
C -0.408 1.197 0.166
C 0.490 1.314 1.396
C -1.082 -3.014 -0.230
C -2.465 -2.358 -0.200
C -3.180 -2.582 1.144
C -2.333 -3.426 2.119
O -2.905 -3.456 3.396
H 2.378 -2.008 4.785
H 0.730 -2.199 5.415
H 1.297 -0.620 4.865
H 3.492 -1.400 2.938
H 3.329 -1.342 1.165
H 3.644 0.924 2.092
H 2.217 0.731 3.117
H 3.436 1.302 -0.146
H 2.492 2.735 0.340
H 1.587 0.499 -1.537
H 2.066 2.134 -2.042
H 0.191 3.082 -0.703
H -2.382 2.176 -6.244
H 0.546 5.188 -5.415
H 0.918 4.286 -3.120
H -0.444 0.155 -0.147
H -1.421 1.527 0.402
H 0.092 0.684 2.195
H 0.492 2.363 1.754
H -1.177 -4.103 -0.294
H -0.493 -2.663 -1.081
H -2.349 -1.290 -0.388
H -3.051 -2.771 -1.019
H -4.136 -3.086 1.007
H -3.380 -1.630 1.637
H -2.275 -4.461 1.740
H -2.241 -3.099 4.007
```

As for the LUMO energy: 0.61 eV. The energy above the lowest of the compared OMol25 structures with the same formula, charge and spin is 122.9 kJ/mol. The value obtained for the total energy is -1437.26310 hartree. Its SMILES is Cc1nc2n(c(=O)c1CCN1CCC(c3noc4cc(F)ccc34)CC1)CCC[C@@H]2O.

Löwdin atomic charge list, values in e, 6 entries: -0.01 -0.26 0.16 -0.22 0.08 -0.37

(5)
Computed, not measured: a structure of composition C2H9N3O at a distorted geometry, with ωB97M-V/def2-TZVPD.

Structure (XYZ):
```
15
C2H9N3O ωB97M-V/def2-TZVPD
C -0.299 -0.404 -0.626
C 0.197 0.301 1.074
N -0.812 -1.598 -0.547
N -0.793 0.446 -1.707
N 1.401 1.154 1.102
O 0.396 -0.689 1.923
H -1.583 -1.958 -1.105
H -0.414 -2.262 0.110
H -1.378 -0.096 -2.371
H 0.004 0.823 -2.250
H -1.356 1.244 -1.372
H 1.270 1.758 1.934
H 2.263 0.608 1.284
H 1.524 1.767 0.291
H -0.420 -1.092 2.260
```

As for the LUMO energy (spin up / spin down): -8.85 / -8.85 eV. The energy above the lowest of the compared OMol25 structures with the same formula, charge and spin is 272.0 kJ/mol. The value obtained for the total energy is -320.33442 hartree. As for the net charge: +2.

Löwdin atomic charge list, values in e, 6 entries: -0.14 -0.19 0.20 0.25 0.21 0.06